(1)
C4H8OS2 | the ωB97M-V functional and the def2-TZVPD basis

As for the HOMO-LUMO gap (alpha / beta): 9.4 / 5.3 eV. The energy relative to the best compared isomer or geometry (same formula, charge and spin) comes out at 117.2 kcal/mol. The value obtained for the HOMO energy (alpha / beta) is -9.0 / -7.2 eV.

Last column: natural (NBO) charge in e.
CARTESIAN COORDINATES (ANGSTROEM)
H1 -1.461 -1.447 -4.634  0.23
O1 0.764 1.205 1.448  -0.46
H2 -2.162 0.119 -4.291  0.22
H3 -0.473 -0.402 0.667  0.20
H4 0.326 -0.400 4.360  0.23
S1 -0.147 -1.700 -2.136  -0.18
C1 1.059 0.235 2.491  0.02
C2 -1.390 -0.415 -4.647  -0.69
H5 -0.107 1.374 3.659  0.24
C3 0.663 0.559 3.854  -0.65
C4 0.066 0.050 1.454  0.02
H6 -0.876 -0.028 -5.548  0.22
H7 2.119 -0.124 2.361  0.18
S2 0.033 -0.102 -3.485  0.19
H8 1.586 1.076 4.447  0.21


(2)
C4H8OS4 | the ωB97M-V functional and the def2-TZVPD basis

As for the HOMO-LUMO gap: 8.2 eV. The energy relative to the best compared isomer or geometry (same formula, charge and spin) comes out at 5.9 kcal/mol. The value obtained for the HOMO energy is -8.3 eV.

Last column: natural (NBO) charge in e.
CARTESIAN COORDINATES (ANGSTROEM)
C1 2.868 0.427 0.357  -0.07
H1 -4.081 -0.614 1.846  0.15
C2 -2.271 -0.832 0.130  -0.55
S1 0.140 0.225 0.860  0.38
S2 -3.372 0.355 1.027  -0.03
H2 -3.674 -0.495 -1.729  0.12
C3 -1.014 -0.016 -0.382  -0.36
H3 -1.990 -1.637 0.882  0.27
H4 3.181 0.418 1.456  0.17
H5 3.500 0.993 -0.169  0.17
H6 1.361 2.163 0.342  0.24
O1 2.736 -0.841 -0.307  -0.71
S3 -3.146 -1.553 -1.264  0.03
S4 -0.980 0.646 -1.858  0.03
H7 3.701 -1.194 -0.168  0.47
C4 1.482 1.084 0.020  -0.58
H8 1.559 0.870 -1.043  0.27


(3)
C4H8OSi | the ωB97M-V functional and the def2-TZVPD basis

As for the HOMO-LUMO gap (alpha / beta): 7.1 / 9.2 eV. The energy relative to the best compared isomer or geometry (same formula, charge and spin) comes out at 0.0 kcal/mol. The value obtained for the HOMO energy (alpha / beta) is -6.3 / -10.8 eV. Its spin multiplicity is 3.

Last column: Mulliken spin population.
CARTESIAN COORDINATES (ANGSTROEM)
C1 0.745 0.782 -0.827  0.90
H1 -2.154 0.166 -0.559  0.02
C2 -0.482 1.437 -1.359  -0.03
H2 0.630 -0.900 2.604  0.04
H3 -0.653 -2.212 1.759  0.01
H4 -1.545 1.449 0.534  0.06
O1 1.586 -2.289 0.754  0.01
H5 1.804 0.845 -1.186  0.01
Si1 0.350 -1.364 1.305  0.08
C3 -0.076 -0.039 0.192  0.73
H6 -0.698 0.981 -2.395  0.08
H7 2.507 -2.126 0.984  0.00
H8 -0.755 2.530 -1.552  0.04
C4 -1.259 0.738 -0.255  0.05


(4)
C4H8S | the ωB97M-V functional and the def2-TZVPD basis

As for the HOMO-LUMO gap: 9.6 eV. The energy relative to the best compared isomer or geometry (same formula, charge and spin) comes out at 27.8 kcal/mol. The value obtained for the HOMO energy is -8.6 eV.

Last column: natural (NBO) charge in e.
CARTESIAN COORDINATES (ANGSTROEM)
H1 0.570 0.237 -2.931  0.22
C1 -0.158 -0.417 -0.698  -0.31
C2 -0.870 0.085 1.788  -0.62
H2 0.483 1.340 -1.608  0.20
H3 -0.651 0.919 2.329  0.21
C3 0.167 -0.260 0.730  -0.28
C4 0.881 0.328 -1.872  -0.60
H4 -1.079 -0.048 -1.099  0.22
H5 -0.837 -0.681 2.589  0.22
H6 1.887 0.267 -1.573  0.21
H7 1.162 -0.029 0.958  0.22
H8 -1.807 0.225 1.318  0.21
S1 0.252 -1.966 0.069  0.10


(5)
C4H8S | the ωB97M-V functional and the def2-TZVPD basis

As for the HOMO-LUMO gap: 9.2 eV. The energy relative to the best compared isomer or geometry (same formula, charge and spin) comes out at 103.2 kcal/mol. The value obtained for the HOMO energy is -8.4 eV.

Last column: natural (NBO) charge in e.
CARTESIAN COORDINATES (ANGSTROEM)
H1 0.548 1.208 -1.445  0.26
C1 0.753 -0.001 0.660  -0.31
H2 1.250 0.287 1.677  0.24
H3 0.727 2.047 0.335  0.19
H4 -0.719 -1.949 1.206  0.29
C2 -0.228 -0.984 0.507  -0.31
C3 1.045 1.108 -0.312  -0.66
H5 2.137 1.497 -0.173  0.25
C4 -1.332 -0.488 -0.380  -0.68
H6 -1.144 -0.754 -1.532  0.26
H7 -2.001 0.599 -0.034  0.25
S1 1.459 -1.409 -0.302  0.01
H8 -2.496 -1.161 -0.206  0.21


(6)
C4H8S2 | the ωB97M-V functional and the def2-TZVPD basis

As for the HOMO-LUMO gap (alpha / beta): 7.9 / 6.9 eV. The energy relative to the best compared isomer or geometry (same formula, charge and spin) comes out at 102.9 kcal/mol. The value obtained for the HOMO energy (alpha / beta) is -8.7 / -8.1 eV.

Last column: natural (NBO) charge in e.
CARTESIAN COORDINATES (ANGSTROEM)
H1 1.099 -2.326 0.044  0.22
C1 0.523 -1.581 0.757  -0.63
H2 1.778 0.085 -0.849  0.21
S1 0.544 1.822 1.284  0.19
H3 -0.123 1.024 2.093  0.12
C2 -0.146 -0.597 -0.210  -0.26
S2 -2.329 2.482 -0.573  -0.34
H4 -1.077 -0.880 -0.815  0.25
C3 0.745 0.244 -1.097  -0.45
C4 -0.066 0.955 0.011  -0.12
H5 -0.086 -2.056 1.561  0.23
H6 0.605 0.488 -2.132  0.24
H7 1.347 -1.145 1.243  0.22
H8 -2.813 1.483 -1.317  0.10


(7)
C4H8S2 | the ωB97M-V functional and the def2-TZVPD basis

As for the HOMO-LUMO gap: 8.7 eV. The energy relative to the best compared isomer or geometry (same formula, charge and spin) comes out at 39.7 kcal/mol. The value obtained for the HOMO energy is -8.6 eV.

Last column: natural (NBO) charge in e.
CARTESIAN COORDINATES (ANGSTROEM)
H1 3.480 -0.798 0.339  0.24
H2 -1.500 -0.446 1.598  0.21
S1 1.301 -0.825 -0.260  0.39
H3 2.966 0.699 -0.637  0.24
H4 -1.115 -1.357 -1.123  0.22
C1 2.703 0.097 0.279  -0.79
C2 -2.180 -0.274 0.528  -0.62
S2 0.359 1.946 -0.197  -0.04
H5 -3.070 -0.959 0.548  0.23
H6 -2.349 0.920 0.627  0.23
C3 -1.269 -0.318 -0.757  -0.48
H7 -1.782 0.211 -1.633  0.23
C4 0.080 0.350 -0.388  -0.32
H8 2.376 0.754 1.076  0.26


(8)
C4H8Si2 | the ωB97M-V functional and the def2-TZVPD basis

As for the HOMO-LUMO gap: 7.3 eV. The energy relative to the best compared isomer or geometry (same formula, charge and spin) comes out at 45.7 kcal/mol. The value obtained for the HOMO energy is -7.6 eV.

Last column: natural (NBO) charge in e.
CARTESIAN COORDINATES (ANGSTROEM)
H1 -1.208 -2.693 0.824  -0.13
H2 3.036 0.762 0.824  -0.14
H3 0.611 -0.516 1.388  0.28
C1 -2.388 -0.157 -0.377  -0.78
H4 -1.953 1.999 -0.370  0.21
H5 2.644 0.336 -1.708  -0.14
H6 -3.488 0.079 -0.499  0.25
C2 0.335 -0.434 0.225  -1.06
H7 0.406 1.837 0.290  0.20
Si1 2.305 -0.215 -0.283  0.89
C3 -1.548 1.079 -0.251  -0.25
C4 -0.290 0.924 0.116  -0.21
H8 2.853 -1.464 -0.149  -0.20
Si2 -1.317 -1.538 -0.030  1.08


(9)
C4H9BO2 | the ωB97M-V functional and the def2-TZVPD basis

As for the HOMO-LUMO gap: 9.5 eV. The energy relative to the best compared isomer or geometry (same formula, charge and spin) comes out at 0.0 kcal/mol. The value obtained for the HOMO energy is -9.2 eV.

Last column: natural (NBO) charge in e.
CARTESIAN COORDINATES (ANGSTROEM)
H1 2.183 -0.189 0.370  0.21
O1 0.302 1.647 -2.037  -0.89
C1 -0.178 -1.340 1.992  -0.66
H2 0.832 -1.680 1.783  0.21
H3 -2.178 2.073 -1.751  0.48
H4 -0.841 -2.205 2.038  0.22
H5 -0.200 -0.863 2.971  0.22
C2 -0.003 0.048 -0.115  -0.35
B1 -0.564 1.093 -1.140  1.08
H6 1.853 0.061 -1.360  0.23
H7 -1.664 -0.007 1.110  0.20
C3 -0.661 -0.386 0.953  -0.12
C4 1.541 -0.450 -0.463  -0.64
O2 -1.881 1.429 -1.106  -0.89
H8 -0.072 2.291 -2.635  0.48
H9 1.531 -1.523 -0.612  0.21


(10)
C4H9Br2Cl3P | the ωB97M-V functional and the def2-TZVPD basis

As for the HOMO-LUMO gap: 10.0 eV. The value obtained for the HOMO energy is -13.7 eV. As for the net charge: +1.

Last column: natural (NBO) charge in e.
CARTESIAN COORDINATES (ANGSTROEM)
H1 1.067 -1.666 1.053  0.06
H2 1.992 0.339 0.547  0.09
H3 2.097 1.360 -3.732  0.25
Br1 -2.094 1.333 -0.695  0.11
H4 -2.231 -1.385 1.712  0.21
Br2 -0.172 2.277 1.852  0.16
H5 -0.495 -0.474 -0.432  0.22
C1 1.776 0.874 -2.821  -0.29
H6 -1.913 -2.118 0.148  0.23
C2 -2.197 -1.196 0.643  -0.64
Cl1 1.594 2.124 -1.581  0.01
P1 1.211 -0.348 1.470  0.82
H7 1.853 -0.305 2.704  0.08
C3 -1.213 -0.072 0.277  -0.31
Cl2 0.239 0.077 -3.127  0.04
Cl3 3.008 -0.297 -2.343  0.02
C4 -0.431 0.402 1.546  -0.60
H8 -3.198 -0.919 0.341  0.26
H9 -0.894 -0.005 2.436  0.27


(11)
C4H9BrCl | the ωB97M-V functional and the def2-TZVPD basis

As for the HOMO-LUMO gap (alpha / beta): 9.6 / 9.7 eV. The energy relative to the best compared isomer or geometry (same formula, charge and spin) comes out at 6.0 kcal/mol. The value obtained for the HOMO energy (alpha / beta) is -8.7 / -10.4 eV. Its spin multiplicity is 2.

Last column: Mulliken spin population.
CARTESIAN COORDINATES (ANGSTROEM)
H1 -2.103 -1.243 -0.528  0.00
C1 -1.141 -1.774 -0.495  0.00
Cl1 -0.144 3.089 2.381  0.02
C2 1.339 1.063 0.001  0.88
C3 -0.044 -0.937 0.163  0.02
H2 -0.349 -0.723 1.201  0.00
H3 1.557 2.201 -0.299  -0.01
H4 0.089 2.221 1.488  -0.02
Br1 0.764 0.208 -2.466  0.12
H5 1.825 0.684 0.930  0.01
C4 0.194 0.399 -0.586  -0.05
H6 -0.739 1.023 -0.531  0.03
H7 0.902 -1.484 0.198  -0.01
H8 -0.847 -2.021 -1.513  0.00
H9 -1.303 -2.706 0.056  0.00


(12)
C4H9BrCl3N2 | the ωB97M-V functional and the def2-TZVPD basis

As for the HOMO-LUMO gap: 10.6 eV. The energy relative to the best compared isomer or geometry (same formula, charge and spin) comes out at 0.0 kcal/mol. The value obtained for the HOMO energy is -14.0 eV. As for the net charge: +1.

Last column: natural (NBO) charge in e.
CARTESIAN COORDINATES (ANGSTROEM)
H1 2.269 1.635 -1.162  0.23
C1 0.111 0.286 0.040  0.75
C2 -0.755 0.348 2.446  -0.45
H2 4.101 -1.122 1.189  0.31
C3 -1.231 -3.225 -0.025  -0.37
Cl1 -2.205 -1.778 -0.298  0.02
N1 -0.376 0.332 1.094  -0.27
H3 0.638 2.253 -1.350  0.22
H4 0.720 -0.670 -1.747  0.49
H5 -0.865 1.501 2.644  0.26
C4 1.261 1.458 -1.658  -0.39
Br1 0.179 -3.213 -1.414  0.05
H6 -1.748 -0.062 2.735  0.27
H7 0.091 0.041 3.056  0.25
Cl2 -0.482 -3.082 1.556  0.04
Cl3 3.056 -0.770 0.474  -0.31
N2 0.660 0.190 -1.071  -0.63
H8 -1.782 -4.270 -0.180  0.29
H9 1.260 1.339 -2.707  0.23


(13)
C4H9BrClNO | the ωB97M-V functional and the def2-TZVPD basis

As for the HOMO-LUMO gap: 5.7 eV. The value obtained for the HOMO energy is -6.3 eV.

Last column: natural (NBO) charge in e.
CARTESIAN COORDINATES (ANGSTROEM)
H1 -0.517 -2.298 -0.118  0.44
H2 -1.268 1.540 1.275  0.19
C1 -1.480 -0.373 -0.091  -0.28
Br1 2.308 -2.126 0.604  0.03
H3 0.399 -0.825 1.814  0.25
H4 2.041 0.413 -0.746  0.30
H5 0.068 -1.185 -1.290  0.47
Cl1 1.451 1.733 -2.220  -0.84
H6 -2.040 -0.783 0.880  0.22
H7 -1.820 1.844 -0.501  0.23
C2 -1.057 1.199 0.151  -0.11
O1 0.287 1.556 -0.330  -0.51
C3 1.327 0.648 0.181  -0.19
C4 0.779 -0.808 0.707  -0.12
N1 -0.276 -1.288 -0.307  -0.57
H8 2.046 1.159 0.985  0.22
H9 -2.249 -0.407 -0.994  0.25


(14)
C4H9BrFOP | the ωB97M-V functional and the def2-TZVPD basis

As for the HOMO-LUMO gap: 9.0 eV. The energy relative to the best compared isomer or geometry (same formula, charge and spin) comes out at 26.8 kcal/mol. The value obtained for the HOMO energy is -8.2 eV.

Last column: natural (NBO) charge in e.
CARTESIAN COORDINATES (ANGSTROEM)
Br1 -2.209 0.260 0.280  -0.07
H1 1.264 3.151 -0.311  0.23
C1 1.290 1.165 -0.060  -0.03
F1 1.255 -2.308 0.072  -0.57
H2 1.155 2.502 1.524  0.23
H3 -2.356 -2.837 0.132  0.20
C2 -1.784 -2.510 -0.617  -0.65
H4 0.828 0.781 -1.106  0.21
C3 -0.974 -1.215 -0.327  -0.70
H5 0.698 -1.709 2.214  -0.06
H6 -0.981 -3.261 -1.066  0.23
H7 -2.310 -2.166 -1.526  0.23
O1 1.092 -0.042 0.864  -0.87
H8 -0.348 2.574 0.386  0.24
H9 2.310 1.082 -0.229  0.19
C4 0.826 2.511 0.430  -0.66
P1 0.254 -1.335 0.824  1.86


(15)
C4H9BrN | the ωB97M-V functional and the def2-TZVPD basis

As for the HOMO-LUMO gap: 10.3 eV. The energy relative to the best compared isomer or geometry (same formula, charge and spin) comes out at 2.5 kcal/mol. The value obtained for the HOMO energy is -14.1 eV. As for the net charge: +1.

Last column: natural (NBO) charge in e.
CARTESIAN COORDINATES (ANGSTROEM)
C1 1.853 -0.694 0.337  -0.38
H1 -2.085 -0.347 0.503  0.46
C2 -0.440 0.773 0.521  -0.25
H2 2.412 0.372 0.231  0.24
C3 0.337 -0.553 0.406  -0.08
H3 0.762 -2.254 -0.948  0.26
H4 -0.529 1.005 1.562  0.25
Br1 -0.468 -1.876 1.690  0.00
C4 0.923 -1.214 -0.751  -0.45
H5 0.751 -0.704 -1.718  0.23
H6 2.354 -1.381 0.872  0.24
H7 -2.061 0.555 -0.939  0.46
H8 -2.347 1.357 0.600  0.45
H9 -0.089 1.522 -0.218  0.24
N1 -1.844 0.618 0.105  -0.70


(16)
C4H9BrP2 | the ωB97M-V functional and the def2-TZVPD basis

As for the HOMO-LUMO gap (alpha / beta): 6.9 / 7.7 eV. The energy relative to the best compared isomer or geometry (same formula, charge and spin) comes out at 91.6 kcal/mol. The value obtained for the HOMO energy (alpha / beta) is -7.8 / -7.8 eV.

Last column: natural (NBO) charge in e.
CARTESIAN COORDINATES (ANGSTROEM)
H1 0.704 -0.353 -1.479  0.18
C1 -0.066 1.703 -0.159  -0.68
H2 -1.422 -0.036 0.444  0.24
Br1 -0.436 0.266 2.786  -0.23
P1 -0.548 -2.284 -0.579  0.28
C2 1.931 -0.268 0.873  -0.72
P2 0.988 1.149 1.325  0.77
H3 2.461 -0.679 1.711  0.22
H4 -1.253 -2.736 -1.649  -0.03
C3 -1.019 0.523 -0.457  -0.54
H5 -1.536 -2.020 0.421  -0.03
H6 -0.547 2.575 -0.018  0.23
H7 -1.931 0.855 -1.000  0.24
H8 2.422 -0.109 0.048  0.17
H9 0.545 1.945 -1.111  0.24
C4 -0.294 -0.531 -1.154  -0.36